Entry i
The following is a DFT calculation (wB97M-V/def2-TZVPD) of a 2-piece molecular cluster, C4H10O overall.

Structure (SMILES): C=C(C)C.O
Highest occupied orbital energy: -9.70 eV
LUMO energy: 0.033 hartree

Each line ends with the Mulliken charge.
CARTESIAN COORDINATES (ANGSTROEM)
C (0.06, 1.49, 0.30)  -1.17
C (0.04, 0.24, -0.53)  0.55
C (1.38, -0.43, -0.73)  -1.12
C (-1.09, -0.27, -1.03)  -0.75
O (-0.65, -1.51, 1.92)  -0.67
H (0.53, 1.30, 1.27)  0.31
H (-0.95, 1.87, 0.48)  0.30
H (0.63, 2.29, -0.19)  0.34
H (-0.67, -1.25, 0.99)  0.39
H (2.06, 0.22, -1.29)  0.36
H (1.84, -0.64, 0.24)  0.31
H (1.28, -1.37, -1.28)  0.30
H (-1.09, -1.18, -1.62)  0.28
H (-2.05, 0.21, -0.87)  0.28
H (-1.34, -0.97, 2.32)  0.30

Entry ii
The following is a DFT calculation (wB97M-V/def2-TZVPD) of a 2-piece molecular cluster, C4H10O overall.

Highest occupied orbital energy (spin up / spin down): -7.27 / -6.95 eV
LUMO energy (spin up / spin down): 0.038 / 0.033 hartree

Each line ends with the Mulliken charge.
CARTESIAN COORDINATES (ANGSTROEM)
C (1.95, -0.16, -0.59)  -0.66
O (1.22, -0.05, 0.52)  -0.28
C (0.20, 0.71, 0.67)  -0.11
C (-0.94, -0.76, -1.40)  -0.77
C (-0.67, 0.55, 1.86)  -1.01
H (0.16, -0.75, -1.22)  0.07
H (2.81, -0.80, -0.49)  0.26
H (1.89, 0.65, -1.30)  0.33
H (0.00, 1.45, -0.10)  0.50
H (-1.49, -1.21, -0.56)  0.24
H (-1.06, -1.38, -2.29)  0.34
H (-1.33, 0.24, -1.59)  0.23
H (-1.72, 0.40, 1.56)  0.28
H (-0.64, 1.44, 2.50)  0.29
H (-0.36, -0.32, 2.44)  0.29

Last place for stability: entry ii

Entry i
The following is a DFT calculation (wB97M-V/def2-TZVPD) of a 2-piece molecular cluster, C4H10O overall.

Structure (SMILES): C/C=C/C.O
Highest occupied orbital energy: -9.53 eV
LUMO energy: 0.038 hartree

Each line ends with the Mulliken charge.
CARTESIAN COORDINATES (ANGSTROEM)
C (2.10, 0.02, -0.40)  -1.14
C (0.74, -0.61, -0.29)  0.11
C (-0.40, -0.02, -0.64)  -0.40
C (-1.77, -0.63, -0.49)  -1.02
O (-0.88, 1.14, 2.13)  -0.67
H (2.03, 1.08, -0.65)  0.28
H (2.71, -0.47, -1.17)  0.34
H (2.65, -0.07, 0.55)  0.31
H (0.71, -1.63, 0.11)  0.27
H (-0.36, 0.55, 1.58)  0.35
H (-0.36, 0.99, -1.05)  0.32
H (-2.24, -0.78, -1.47)  0.35
H (-1.72, -1.59, 0.03)  0.27
H (-2.41, 0.04, 0.09)  0.31
H (-0.81, 1.99, 1.67)  0.32

Entry ii
The following is a DFT calculation (wB97M-V/def2-TZVPD) of a 2-piece molecular cluster, C4H10O overall.

Structure (SMILES): C=C.CCO
Highest occupied orbital energy: -9.69 eV
LUMO energy: 0.034 hartree

Each line ends with the Mulliken charge.
CARTESIAN COORDINATES (ANGSTROEM)
C (1.50, 0.60, 2.01)  -0.51
C (2.08, 1.10, 0.91)  -0.39
H (2.05, 0.48, 2.93)  0.27
H (0.41, 0.54, 1.96)  0.21
H (3.16, 1.28, 0.81)  0.26
H (1.46, 1.63, 0.19)  0.16
C (-1.44, -0.31, -1.33)  -0.30
O (-0.40, 0.68, -1.42)  -0.48
C (-1.09, -1.47, -0.40)  -0.84
H (-2.44, 0.08, -1.17)  0.37
H (-1.48, -0.83, -2.32)  0.22
H (-0.80, 1.51, -1.69)  0.29
H (-0.68, -1.15, 0.56)  0.15
H (-2.01, -2.04, -0.20)  0.33
H (-0.33, -2.11, -0.84)  0.26

Entry iii
The following is a DFT calculation (wB97M-V/def2-TZVPD) of a 2-piece molecular cluster, C4H10O overall.

Structure (SMILES): C=C(C)CO.[H][H]
Highest occupied orbital energy: -9.25 eV
LUMO energy: 0.033 hartree

Each line ends with the Mulliken charge.
CARTESIAN COORDINATES (ANGSTROEM)
C (-0.57, -1.20, 0.74)  -1.32
C (0.20, 0.01, 0.26)  0.64
C (0.41, 1.08, 1.01)  -0.83
C (0.69, -0.10, -1.16)  -0.47
O (1.82, 0.73, -1.34)  -0.52
H (-1.21, -0.98, 1.60)  0.36
H (-1.21, -1.61, -0.05)  0.35
H (-2.73, 0.76, 0.16)  0.19
H (0.14, -1.98, 1.03)  0.35
H (1.00, 1.92, 0.64)  0.27
H (-2.09, 1.13, 0.28)  -0.18
H (0.02, 1.15, 2.02)  0.29
H (-0.14, 0.20, -1.82)  0.25
H (0.92, -1.15, -1.39)  0.31
H (2.04, 0.73, -2.28)  0.30

Last place for stability: entry iii

Entry i
The following is a DFT calculation (wB97M-V/def2-TZVPD) of an isolated ion of composition C6H6N and charge +1.

Structure (SMILES): C=C=C(C#[NH+])C=C
Net charge: +1
Highest occupied orbital energy: -14.22 eV
LUMO energy: -0.182 hartree

Each line ends with the Mulliken charge.
CARTESIAN COORDINATES (ANGSTROEM)
C (-1.45, -0.89, -0.18)  0.07
C (-0.73, 1.10, 0.83)  0.60
C (-2.07, -1.94, -0.45)  -0.58
C (0.93, 0.11, -0.45)  0.01
C (1.82, 0.67, 0.27)  -0.73
C (-0.56, 0.05, 0.00)  0.19
N (-0.39, 2.13, 1.30)  -0.18
H (-2.06, -2.43, 0.52)  0.26
H (-2.61, -2.46, -1.35)  0.30
H (1.71, 1.21, 1.23)  0.26
H (0.94, -0.50, -1.44)  0.30
H (2.85, 0.90, -0.18)  0.25
H (-0.27, 2.99, 1.75)  0.24

Entry ii
The following is a DFT calculation (wB97M-V/def2-TZVPD) of an isolated ion of composition C6H6N and charge +1.

Net charge: +1
Highest occupied orbital energy: -13.54 eV
LUMO energy: -0.165 hartree

Each line ends with the Mulliken charge.
CARTESIAN COORDINATES (ANGSTROEM)
C (2.69, 0.35, -0.07)  -0.41
C (1.28, 0.26, 0.02)  0.88
C (0.29, -0.75, -0.10)  -0.56
C (-0.79, 0.04, 0.50)  0.31
C (3.55, -0.61, 0.05)  -0.16
C (0.16, 1.02, -0.17)  -0.84
N (-2.17, -0.06, -0.08)  -0.27
H (3.13, 1.34, -0.19)  0.39
H (0.18, -1.49, -0.88)  0.24
H (-0.82, 0.11, 1.58)  0.29
H (-2.30, -0.95, -0.57)  0.37
H (-2.30, 0.71, -0.76)  0.39
H (-2.90, 0.03, 0.64)  0.37

Entry iii
The following is a DFT calculation (wB97M-V/def2-TZVPD) of a 2-piece molecular cluster, C6H6N overall.

Net charge: +1
Highest occupied orbital energy: -14.77 eV
LUMO energy: -0.222 hartree

Each line ends with the Mulliken charge.
CARTESIAN COORDINATES (ANGSTROEM)
C (2.34, -1.31, -0.26)  0.42
C (1.08, -1.65, -0.26)  -0.03
C (2.21, 0.91, 0.31)  -0.42
C (0.85, 0.74, 0.29)  -0.34
C (3.03, -0.23, -0.06)  -0.43
C (0.40, -0.56, -0.10)  0.45
N (-2.17, -1.07, -0.07)  -0.63
H (2.72, 1.78, 0.35)  0.47
H (0.11, 1.52, 0.34)  0.37
H (4.13, -0.19, 0.08)  0.38
H (-2.22, -1.33, -1.02)  0.27
H (-2.35, -0.11, 0.08)  0.27
H (-2.66, -1.62, 0.50)  0.21

Entry iv
The following is a DFT calculation (wB97M-V/def2-TZVPD) of an isolated ion of composition C6H6N and charge +1.

Structure (SMILES): C#CC1=C2[C@@H]1[N@@H+]2C
Net charge: +1
Highest occupied orbital energy: -14.52 eV
LUMO energy: -0.197 hartree

Each line ends with the Mulliken charge.
CARTESIAN COORDINATES (ANGSTROEM)
C (-4.06, 0.24, -0.14)  0.12
C (-2.89, -0.11, 0.04)  -0.67
C (-1.05, -0.12, 0.30)  0.55
C (-0.04, -1.00, 0.01)  -0.32
C (0.08, 0.72, 0.31)  -0.20
C (2.31, -0.24, -0.28)  -0.77
N (1.10, -0.23, 0.55)  0.10
H (-4.99, 0.49, -0.50)  0.45
H (0.14, 1.55, -0.34)  0.28
H (3.14, 0.26, 0.28)  0.35
H (2.81, -1.21, -0.53)  0.33
H (2.06, 0.15, -1.29)  0.33
H (1.37, -0.49, 1.60)  0.45

Last place for stability: entry iv

Entry i
The following is a DFT calculation (wB97M-V/def2-TZVPD) of a 2-piece molecular cluster, C5H11NOS overall.

Structure (SMILES): CC/N=C\S.C=CO
Highest occupied orbital energy: -9.03 eV
LUMO energy: 0.026 hartree

Each line ends with the Mulliken charge.
CARTESIAN COORDINATES (ANGSTROEM)
C (-0.10, -1.93, -0.84)  -0.33
C (-1.58, -2.06, -1.08)  -1.00
C (1.40, 2.14, 1.91)  -1.13
C (0.23, 1.95, 1.29)  0.18
C (1.05, -0.95, 1.05)  -0.15
N (0.05, -1.48, 0.47)  -0.32
O (-0.95, 1.60, 1.78)  -0.45
S (2.51, -0.47, 0.16)  -0.18
H (0.44, -2.83, -0.94)  0.31
H (-1.84, -3.07, -0.82)  0.30
H (-2.09, -1.38, -0.39)  0.28
H (-1.88, -1.69, -2.06)  0.31
H (0.58, -1.21, -1.42)  0.27
H (1.59, 2.04, 2.91)  0.36
H (2.18, 2.46, 1.23)  0.42
H (0.07, 2.18, 0.19)  0.25
H (0.81, -0.61, 2.07)  0.43
H (-0.80, 0.94, 2.46)  0.35
H (2.86, 0.33, 1.04)  0.07

Entry ii
The following is a DFT calculation (wB97M-V/def2-TZVPD) of an isolated molecule of C5H11NOS.

Structure (SMILES): COCS[C@@H]1C[C@@H]1N
Highest occupied orbital energy: -8.78 eV
LUMO energy: 0.031 hartree

Each line ends with the Mulliken charge.
CARTESIAN COORDINATES (ANGSTROEM)
C (-0.69, -0.71, 2.94)  -0.73
C (0.89, 0.02, 1.40)  -0.61
C (0.65, -0.41, -1.30)  -0.19
C (0.07, 0.01, -2.62)  -0.72
C (-0.82, -0.61, -1.60)  -0.11
H (-0.20, -0.21, 3.80)  0.27
H (-0.30, -1.75, 2.92)  0.31
H (-1.76, -0.72, 3.14)  0.24
H (1.33, -0.97, 1.35)  0.37
H (1.43, 0.61, 2.15)  0.37
H (1.26, -1.29, -1.30)  0.41
H (-0.05, 1.10, -2.78)  0.24
H (0.33, -0.54, -3.52)  0.24
H (-1.12, -1.63, -1.82)  0.33
H (-1.72, 1.12, -1.18)  0.28
H (-1.84, 0.02, 0.00)  0.34
N (-1.88, 0.15, -0.99)  -0.67
O (-0.47, -0.05, 1.73)  -0.20
S (1.19, 0.86, -0.16)  -0.17

Entry iii
The following is a DFT calculation (wB97M-V/def2-TZVPD) of a 2-piece molecular cluster, C5H11NOS overall.

Highest occupied orbital energy: -8.61 eV
LUMO energy: -0.096 hartree

Each line ends with the Mulliken charge.
CARTESIAN COORDINATES (ANGSTROEM)
C (0.49, 1.36, -1.50)  -0.57
C (1.72, 0.53, -1.28)  -0.59
S (2.30, 0.77, 0.36)  -0.14
C (-0.38, 0.85, -0.38)  0.04
N (-1.26, -0.05, -0.81)  -0.37
C (-1.81, -0.94, 0.16)  -0.46
C (-0.72, -1.89, 0.74)  0.10
O (-0.83, -2.47, 1.78)  -0.45
H (0.67, 2.41, -1.43)  0.27
H (0.08, 1.22, -2.48)  0.33
H (2.55, 0.62, -1.96)  0.42
H (1.38, -0.51, -1.43)  0.24
H (0.51, -0.22, 3.60)  0.20
H (0.36, 0.30, 3.07)  -0.21
H (-0.77, 1.62, 0.31)  0.45
H (0.34, 0.32, 0.40)  -0.24
H (-2.34, -0.54, 1.03)  0.30
H (-2.53, -1.56, -0.38)  0.34
H (0.26, -1.82, 0.21)  0.35

Entry iv
The following is a DFT calculation (wB97M-V/def2-TZVPD) of an isolated molecule of C5H11NOS.

Highest occupied orbital energy (spin up / spin down): -7.94 / -7.61 eV
LUMO energy (spin up / spin down): 0.001 / 0.021 hartree

Each line ends with the Mulliken charge.
CARTESIAN COORDINATES (ANGSTROEM)
C (0.13, -0.18, 0.22)  -0.14
C (2.12, 1.12, -0.53)  -1.04
C (-1.50, -1.68, 1.67)  -0.87
C (-1.47, 1.65, -1.29)  -0.91
C (1.39, -0.24, -0.54)  -0.18
N (-0.21, -1.55, 0.99)  0.48
O (0.48, -2.58, 0.82)  -0.58
S (-0.82, 1.23, 0.44)  -0.10
H (2.60, 1.27, 0.46)  0.27
H (1.41, 1.91, -0.89)  0.26
H (3.00, 0.93, -1.12)  0.37
H (-2.23, -2.18, 1.03)  0.31
H (-1.33, -2.46, 2.47)  0.31
H (-2.01, -0.79, 2.19)  0.29
H (-2.43, 1.99, -0.92)  0.32
H (-1.64, 0.78, -1.83)  0.34
H (-0.84, 2.39, -1.69)  0.32
H (2.02, -0.94, 0.09)  0.29
H (1.33, -0.67, -1.57)  0.28

Last place for stability: entry iii

Entry i
The following is a DFT calculation (wB97M-V/def2-TZVPD) of an isolated molecule of C5H11NOS.

Structure (SMILES): C[C@]1(N)[C@@H](O)C[C@@H]1S
Highest occupied orbital energy: -8.77 eV
LUMO energy: 0.029 hartree

Each line ends with the Mulliken charge.
CARTESIAN COORDINATES (ANGSTROEM)
C (-1.21, -1.36, -0.21)  -1.71
C (-0.07, -0.47, 0.17)  1.80
C (0.91, 0.11, -0.98)  -0.30
C (0.67, 1.51, -0.33)  -0.95
C (-0.45, 0.96, 0.46)  -0.66
H (-1.93, -0.84, -0.81)  0.41
H (-0.88, -2.29, -0.84)  0.28
H (-1.57, -1.65, 0.76)  0.52
H (1.65, -0.69, 1.40)  0.24
H (0.57, -2.00, 1.33)  0.23
H (1.94, -0.39, -0.94)  0.29
H (-0.58, 0.96, -2.50)  0.11
H (0.30, 2.36, -0.86)  0.37
H (1.42, 1.70, 0.46)  0.25
H (-1.45, 1.11, 0.13)  0.36
H (0.11, 0.59, 2.31)  0.41
N (0.66, -0.98, 1.29)  -0.82
O (-0.54, 1.27, 1.86)  -0.59
S (0.47, 0.12, -2.68)  -0.22

Entry ii
The following is a DFT calculation (wB97M-V/def2-TZVPD) of C5H11NOS as an isolated structure.

Highest occupied orbital energy (spin up / spin down): -8.27 / -8.28 eV
LUMO energy (spin up / spin down): -0.029 / -0.029 hartree

Each line ends with the Mulliken charge.
CARTESIAN COORDINATES (ANGSTROEM)
C (1.62, 0.84, 0.47)  0.11
C (2.26, -0.98, -0.95)  -0.97
C (-3.33, 0.16, -0.04)  -1.26
C (2.60, -0.26, 0.34)  -0.38
C (-1.89, 0.23, -0.55)  -0.31
N (-0.88, -0.60, -0.06)  0.03
O (1.07, 1.53, -0.42)  -0.53
S (-1.40, -1.64, 0.91)  -0.20
H (1.34, 0.97, 1.56)  0.28
H (1.21, -0.94, -1.15)  0.26
H (2.81, -1.89, -0.99)  0.36
H (2.61, -0.30, -1.79)  0.25
H (-3.68, -0.89, -0.26)  0.33
H (-3.48, 0.38, 1.00)  0.37
H (-3.89, 0.89, -0.57)  0.40
H (3.69, 0.04, 0.29)  0.30
H (2.58, -0.86, 1.16)  0.36
H (-1.65, 0.34, -1.65)  0.35
H (-1.57, 1.32, -0.37)  0.26

Entry iii
The following is a DFT calculation (wB97M-V/def2-TZVPD) of an isolated molecule of C5H11NOS.

Structure (SMILES): CON(C=S)C(C)C
Highest occupied orbital energy: -8.20 eV
LUMO energy: 0.015 hartree

Each line ends with the Mulliken charge.
CARTESIAN COORDINATES (ANGSTROEM)
C (-0.48, -1.40, 2.31)  -0.60
C (1.88, 0.19, 0.41)  -0.29
C (-0.46, 0.09, -0.66)  0.27
C (0.06, -0.23, -2.24)  -1.23
C (-0.95, 1.59, -0.57)  -0.98
H (-1.10, -0.84, 3.09)  0.24
H (0.50, -1.74, 2.62)  0.24
H (-0.81, -2.24, 1.62)  0.26
H (2.51, 0.02, -0.58)  0.22
H (-1.30, -0.71, -0.44)  0.31
H (0.46, 0.71, -2.56)  0.37
H (0.86, -1.04, -2.29)  0.34
H (-0.78, -0.62, -2.86)  0.32
H (-0.98, 1.98, 0.63)  0.27
H (-2.12, 1.52, -0.93)  0.27
H (-0.38, 2.35, -1.32)  0.27
N (0.57, -0.21, 0.34)  0.14
O (-0.14, -0.20, 1.56)  -0.19
S (2.65, 0.77, 1.86)  -0.25

Last place for stability: entry iii